Entry 1:
{
  "formula": "C37H25F5N8O5OsS2",
  "method": "ωB97M-V/def2-TZVPD",
  "lumo_energy_ev": [-1.050, -1.529],
  "largest_force_ha_per_bohr": 0.0117,
  "orbital_gap_ev": [5.574, 6.341],
  "spin_multiplicity": 5,
  "homo_ha": [-0.243, -0.289],
  "symbols": ["Os", "C", "C", "C", "C", "N", "C", "N", "C", "N", "C", "N", "C", "C", "C", "C", "C", "N", "C", "C", "C", "C", "C", "C", "H", "H", "H", "H", "H", "H", "H", "H", "H", "H", "H", "H", "F", "C", "C", "F", "C", "F", "C", "O", "C", "F", "C", "F", "C", "C", "C", "C", "C", "N", "C", "O", "N", "C", "C", "C", "C", "N", "C", "C", "C", "H", "H", "H", "H", "H", "H", "H", "H", "H", "H", "H", "H", "H", "O", "S", "O", "O", "S"],
  "positions_angstrom": [[-1.44195, 1.36671, -0.30836], [-2.51598, 5.45453, -1.34993], [-3.89314, 5.38855, -1.55609], [-4.54964, 4.25222, -1.17251], [-3.84746, 3.17352, -0.60908], [-2.49161, 3.18379, -0.55022], [-1.87082, 4.34478, -0.87303], [-4.65088, 2.21528, -0.05995], [-4.23100, 1.28069, 0.71946], [-2.95317, 0.84275, 0.96111], [-2.99585, -0.10686, 2.01422], [-2.09575, -0.78229, 2.60422], [-0.75008, -0.83485, 2.33394], [0.07179, -1.47416, 3.17947], [1.49239, -1.62371, 2.90720], [2.03530, -1.11708, 1.80370], [1.21989, -0.33415, 0.83017], [-0.22498, -0.17804, 1.18925], [-4.41468, -0.27979, 2.38677], [-4.99942, -1.09496, 3.34011], [-6.38446, -1.06875, 3.42574], [-7.14862, -0.25093, 2.59015], [-6.55006, 0.57166, 1.64641], [-5.16986, 0.52833, 1.56658], [-1.93902, 6.33495, -1.58743], [-4.43654, 6.22224, -1.98004], [-5.62177, 4.15070, -1.23631], [-0.79929, 4.35645, -0.76420], [-0.36031, -1.87578, 4.08344], [2.09910, -2.17012, 3.61546], [3.08204, -1.24696, 1.57267], [1.66340, 0.64838, 0.65352], [-4.39554, -1.72408, 3.97827], [-6.88595, -1.69297, 4.15315], [-8.22650, -0.26333, 2.68329], [-7.12370, 1.21479, 0.99605], [1.91753, 0.75855, -5.34715], [0.95212, 0.70615, -4.41547], [0.05961, 1.89631, -4.46214], [0.47960, 2.97949, -5.10929], [-1.10662, 1.81631, -3.79424], [-1.86927, 2.90049, -3.60763], [-1.53618, 0.58042, -3.20833], [-2.29836, 0.53502, -2.15032], [-0.99022, -0.61495, -3.78073], [-1.60527, -1.77777, -3.53173], [0.16493, -0.56445, -4.47438], [0.69378, -1.59015, -5.12863], [6.57173, -1.15084, 3.98910], [5.98627, -1.27321, 2.61230], [5.59709, -2.50269, 2.09704], [5.07311, -2.61706, 0.81814], [4.89465, -1.48270, 0.03965], [4.33468, -1.55150, -1.25552], [3.18530, -2.14927, -1.64388], [2.77377, -2.12037, -2.77698], [2.44997, -2.79285, -0.56904], [1.07897, -2.49117, -0.54555], [0.11281, -3.40610, -0.46194], [-1.27119, -2.98648, -0.36013], [-1.63587, -1.71595, -0.22703], [-0.64993, -0.67035, -0.15469], [0.78341, -1.01796, -0.48478], [5.29394, -0.24398, 0.53194], [5.83755, -0.15027, 1.80051], [6.54904, -2.10434, 4.51465], [6.02190, -0.42317, 4.58712], [7.60952, -0.81791, 3.94476], [5.71756, -3.39525, 2.69844], [4.80971, -3.58951, 0.43037], [4.70220, -0.92329, -1.95591], [2.58857, -3.79739, -0.60978], [0.34417, -4.45969, -0.53302], [-2.04934, -3.73192, -0.44850], [-2.65682, -1.37556, -0.24818], [1.10154, -0.52912, -1.40201], [5.14160, 0.64372, -0.06738], [6.13713, 0.82202, 2.17224], [2.51171, 2.89820, -3.01851], [2.14487, 1.79540, -2.19018], [1.64375, 0.59537, -3.09498], [3.12809, 1.17896, -1.34382], [0.58099, 2.49935, -1.02158]],
  "nbo_charge": [1.322, -0.259, -0.129, -0.231, 0.404, -0.516, 0.076, -0.527, 0.487, -0.684, 0.420, -0.462, 0.282, -0.213, -0.233, -0.165, -0.091, -0.293, -0.005, -0.195, -0.193, -0.202, -0.157, -0.108, 0.233, 0.226, 0.240, 0.229, 0.232, 0.221, 0.248, 0.256, 0.234, 0.218, 0.218, 0.234, -0.292, 0.521, 0.247, -0.282, 0.255, -0.308, 0.294, -0.780, 0.237, -0.300, 0.279, -0.279, -0.628, -0.028, -0.204, -0.242, 0.205, -0.627, 0.787, -0.581, -0.704, 0.333, -0.334, -0.157, -0.076, -0.299, -0.145, -0.249, -0.191, 0.214, 0.221, 0.223, 0.212, 0.214, 0.426, 0.397, 0.218, 0.231, 0.229, 0.274, 0.244, 0.215, -0.910, 2.246, -0.758, -0.967, -0.496]
}

***

Entry 2:
{
  "formula": "C37H26Cl96NO6PS",
  "method": "ωB97M-V/def2-TZVPD",
  "lumo_energy_ev": -0.290,
  "largest_force_ha_per_bohr": 0.1113,
  "orbital_gap_ev": 8.936,
  "spin_multiplicity": 1,
  "homo_ha": -0.339,
  "symbols": ["C", "C", "C", "C", "O", "C", "O", "C", "O", "C", "S", "C", "C", "C", "C", "C", "N", "C", "P", "O", "O", "O", "H", "H", "H", "H", "H", "H", "H", "H", "H", "H", "H", "H", "H", "H", "H", "H", "H", "H", "H", "H", "H", "H", "H", "H", "H", "H", "C", "Cl", "Cl", "Cl", "Cl", "C", "Cl", "Cl", "Cl", "Cl", "C", "Cl", "Cl", "Cl", "Cl", "C", "Cl", "Cl", "Cl", "Cl", "C", "Cl", "Cl", "Cl", "Cl", "C", "Cl", "Cl", "Cl", "Cl", "C", "Cl", "Cl", "Cl", "Cl", "C", "Cl", "Cl", "Cl", "Cl", "C", "Cl", "Cl", "Cl", "Cl", "C", "Cl", "Cl", "Cl", "Cl", "C", "Cl", "Cl", "Cl", "Cl", "C", "Cl", "Cl", "Cl", "Cl", "C", "Cl", "Cl", "Cl", "Cl", "C", "Cl", "Cl", "Cl", "Cl", "C", "Cl", "Cl", "Cl", "Cl", "C", "Cl", "Cl", "Cl", "Cl", "C", "Cl", "Cl", "Cl", "Cl", "C", "Cl", "Cl", "Cl", "Cl", "C", "Cl", "Cl", "Cl", "Cl", "C", "Cl", "Cl", "Cl", "Cl", "C", "Cl", "Cl", "Cl", "Cl", "C", "Cl", "Cl", "Cl", "Cl", "C", "Cl", "Cl", "Cl", "Cl", "C", "Cl", "Cl", "Cl", "Cl"],
  "positions_angstrom": [[4.59362, -3.04319, -1.32152], [4.33729, -2.57532, -2.83828], [3.25663, -1.39754, -3.01311], [2.22360, -1.41264, -1.77109], [1.03573, -0.59313, -1.97223], [-0.14699, -1.38409, -2.12368], [-1.02046, -0.92271, -3.22676], [-2.12430, -1.86566, -3.21642], [-2.73003, -2.29688, -4.22895], [-2.35502, -2.27015, -1.64496], [-2.11949, -4.12976, -1.70321], [-1.23179, -1.37452, -0.90856], [-0.53308, -2.06730, 0.35527], [0.55412, -1.15778, 1.11862], [0.42781, -1.24070, 2.73175], [1.31378, -0.01480, 3.32355], [2.59128, 0.18598, 2.52172], [-1.96133, 0.04749, -0.76100], [-2.50276, 0.49512, 0.98173], [-2.92920, -0.68665, 1.86390], [-1.28003, 1.47986, 1.65577], [-3.89634, 1.52232, 0.86753], [4.77137, -2.17136, -0.59018], [5.49250, -3.74506, -1.27668], [3.66774, -3.60091, -0.90459], [5.34460, -2.18465, -3.24116], [4.08012, -3.49760, -3.45920], [3.72110, -0.34140, -3.04961], [2.66138, -1.56574, -3.99210], [2.80064, -0.94123, -0.88402], [1.92622, -2.46134, -1.42890], [0.06121, -2.46765, -2.47804], [-3.40167, -2.08693, -1.21923], [-1.30238, -4.30389, -2.83496], [0.01936, -3.00059, -0.05520], [-1.28173, -2.49529, 1.12613], [0.52575, -0.08452, 0.72113], [1.59676, -1.59559, 0.87575], [-0.66022, -1.22751, 3.10009], [0.91494, -2.19876, 3.15365], [1.66520, -0.21057, 4.40144], [0.70424, 0.94847, 3.20725], [3.16204, 0.81660, 3.12554], [2.38704, 0.77206, 1.68906], [-1.27077, 0.90581, -1.12336], [-2.87609, 0.09252, -1.46189], [-1.67721, 1.92045, 2.44902], [-4.59360, 1.15043, 1.47012], [5.89531, -2.34489, -6.68019], [4.37352, -3.21924, -6.40402], [7.17574, -3.05262, -5.67146], [6.34954, -2.47731, -8.39295], [5.68440, -0.63149, -6.25646], [1.78712, -6.36536, -5.43082], [3.37389, -6.01837, -4.71094], [1.47853, -8.11339, -5.37103], [0.52439, -5.50895, -4.51982], [1.77196, -5.81797, -7.12041], [2.97929, 3.68520, 5.17548], [4.20634, 4.94888, 5.40721], [2.04878, 3.47943, 6.67425], [1.87669, 4.15011, 3.85446], [3.78679, 2.15670, 4.76476], [-6.92366, 1.50065, -1.53281], [-8.30924, 1.44515, -0.42179], [-7.50503, 1.42455, -3.20952], [-6.02579, 3.01343, -1.28483], [-5.85411, 0.11739, -1.21319], [-3.17311, -4.84350, 3.19341], [-1.59276, -4.51831, 3.93834], [-3.52964, -6.58105, 3.29498], [-4.43098, -3.92628, 4.04793], [-3.14298, -4.34470, 1.48965], [8.29048, -5.76077, -3.01506], [9.16283, -5.01299, -4.37072], [8.97107, -7.36856, -2.68824], [8.45757, -4.74154, -1.56950], [6.57034, -5.91964, -3.43261], [1.46759, 8.17805, 6.15563], [1.99730, 9.50903, 5.10438], [-0.22077, 8.44034, 6.64270], [1.59258, 6.63968, 5.27573], [2.49866, 8.11835, 7.60177], [5.75239, 2.55867, 0.83553], [7.36717, 2.86989, 1.50868], [5.38180, 0.82596, 0.96096], [4.54215, 3.48934, 1.74570], [5.71698, 3.05045, -0.87177], [5.16814, 5.89707, 10.50571], [4.07588, 4.92834, 11.51738], [4.95076, 5.44301, 8.80269], [4.79398, 7.62192, 10.71311], [6.85150, 5.59420, 10.98926], [-10.59959, 2.39505, -6.00922], [-11.63385, 0.95183, -6.06998], [-8.89309, 1.90333, -6.06636], [-10.96086, 3.44183, -7.39839], [-10.90920, 3.28281, -4.50172], [2.40443, 2.28124, -5.38289], [1.28359, 3.57582, -5.85802], [1.68097, 1.32603, -4.07176], [2.72587, 1.23396, -6.78515], [3.93099, 2.99577, -4.81495], [4.98572, 0.84201, 10.83149], [3.62344, 0.84267, 11.97295], [4.36413, 0.77508, 9.16796], [5.93839, 2.32531, 11.04717], [6.01438, -0.57403, 11.13746], [-7.97258, -1.59732, 3.72238], [-8.75652, -0.10942, 4.29548], [-7.15798, -2.40210, 5.08243], [-9.19336, -2.68606, 3.03470], [-6.77403, -1.19312, 2.47375], [8.08462, 2.32446, -7.87514], [7.46978, 1.32892, -9.21252], [9.55556, 1.58055, -7.20936], [8.46321, 3.95329, -8.47641], [6.84975, 2.43360, -6.60252], [-11.70979, -4.74747, 0.15545], [-13.39119, -4.35446, -0.26415], [-11.51644, -4.72879, 1.92120], [-11.30072, -6.35974, -0.46245], [-10.62237, -3.54406, -0.56926], [-4.91053, -8.75771, 6.30977], [-6.01977, -9.74717, 7.28310], [-5.04995, -9.22066, 4.59971], [-5.33024, -7.04131, 6.49501], [-3.24222, -9.02229, 6.86031], [-0.99582, 4.03799, 9.06869], [-1.65316, 3.01385, 7.77365], [0.47999, 3.29245, 9.72171], [-0.60814, 5.64316, 8.41385], [-2.20038, 4.20059, 10.36440], [-14.06532, -6.78925, -3.27938], [-15.08164, -7.34051, -4.62860], [-14.02201, -5.01188, -3.26011], [-14.74234, -7.38409, -1.74797], [-12.41816, -7.42257, -3.48621], [-6.70913, -5.39944, -1.24243], [-5.59588, -6.59884, -0.54969], [-8.28850, -6.15964, -1.54331], [-6.90872, -4.05032, -0.10210], [-6.04314, -4.78770, -2.77175], [4.54016, 5.94779, -8.24716], [6.12944, 6.29432, -7.53198], [4.22580, 4.20087, -8.17654], [3.28149, 6.81320, -7.33917], [4.52392, 6.48436, -9.94096], [-6.49823, 0.70200, 8.21995], [-7.17869, 2.17524, 7.49541], [-6.70569, -0.65976, 7.09565], [-4.76805, 0.94667, 8.54387], [-7.34161, 0.34761, 9.74382], [-2.51536, 5.34439, 1.58115], [-3.58299, 4.37553, 2.61953], [-2.75138, 4.87516, -0.11596], [-2.90181, 7.06673, 1.77960], [-0.82383, 5.06025, 2.04511], [10.63538, 4.11470, -4.29391], [11.64342, 5.55159, -4.01754], [11.57260, 2.89849, -5.19066], [10.12913, 3.43717, -2.73116], [9.19980, 4.57322, -5.23159], [9.29069, 8.45154, -9.56802], [10.88022, 8.79764, -8.85376], [8.97720, 6.70374, -9.49614], [8.03225, 9.31666, -8.66021], [9.27296, 8.98671, -11.26192]],
  "mulliken_charge": [-0.743, 0.484, -0.213, -0.189, -0.184, -1.242, -0.330, 0.219, -0.622, -0.551, 0.117, 2.461, -0.380, -0.647, -0.396, -0.274, -0.274, -0.753, 0.566, -0.601, -0.186, -0.190, 0.106, 0.174, 0.239, 0.123, -0.400, 0.146, 0.185, 0.017, 0.231, 0.521, 0.435, -0.150, 0.484, -0.598, 0.315, 0.397, 0.110, 0.310, 0.351, 0.058, -0.107, 0.284, 0.282, 0.489, 0.184, 0.237, 0.011, 0.011, -0.008, -0.103, 0.054, 0.129, 0.009, -0.096, 0.005, -0.080, -0.013, -0.069, 0.185, 0.067, -0.175, 0.052, -0.095, -0.026, -0.071, 0.078, 0.039, -0.109, -0.041, 0.030, 0.019, 0.228, -0.098, -0.096, -0.093, 0.017, 0.125, -0.108, -0.105, 0.117, -0.029, 0.172, -0.107, -0.063, 0.000, -0.044, 0.170, -0.045, 0.072, -0.101, -0.090, 0.356, -0.088, -0.089, -0.095, -0.089, -0.037, -0.077, 0.102, -0.059, -0.002, 0.266, -0.100, -0.043, -0.024, -0.101, 0.080, -0.103, -0.091, 0.027, 0.083, -0.073, -0.095, -0.034, 0.036, 0.215, 0.339, -0.089, -0.112, -0.084, -0.068, 0.332, -0.104, -0.103, -0.044, -0.094, 0.142, -0.039, -0.056, 0.024, -0.106, 0.314, -0.103, -0.071, -0.075, -0.068, 0.152, -0.081, -0.038, 0.062, -0.075, 0.222, -0.006, -0.010, -0.096, -0.107, 0.234, -0.117, 0.047, -0.080, -0.108, 0.145, -0.058, -0.070, -0.096, -0.006, 0.249, -0.101, -0.107, -0.082, 0.017, 0.305, -0.097, -0.029, -0.093, -0.097]
}